Record 1
ORCA calculation (wB97M-V/def2-TZVPD) on C5H9NO in the gas phase.

The geometry in XYZ format:
```
16
Properties=species:S:1:pos:R:3:nbo_charge:R:1
O 2.48394 -0.59313 1.22935 -0.591
N 1.34166 -1.07502 0.56105 -0.161
C -0.77187 1.35086 -0.35342 -0.387
C -0.65819 -0.20909 -0.58931 -0.261
C 0.68540 -0.11458 0.06764 0.262
C -1.47381 -1.38063 -0.03231 -0.608
C 0.72708 1.38920 0.07962 -0.477
H 0.96611 1.84604 1.04369 0.235
H 3.17540 -1.12844 0.82624 0.469
H -0.54245 -0.36062 -1.66947 0.217
H -1.44841 1.68939 0.43535 0.211
H -0.98394 1.92437 -1.26133 0.208
H -0.79287 -2.24228 -0.04619 0.233
H -1.76970 -1.25232 1.01400 0.212
H -2.34829 -1.64495 -0.63210 0.209
H 1.40996 1.80121 -0.67279 0.229
```

Summary:
- SMILES: C[C@H]1CC/C1=N\O
- Electronic energy: -325.8183 hartree
- Kohn-Sham gap: 10.5 eV
- ΔE to the lowest compared entry with this formula, charge and spin: 313.1 kJ/mol

Record 2
ORCA calculation (wB97M-V/def2-TZVPD) on C5H9NO in the gas phase.

The geometry in XYZ format:
```
16
Properties=species:S:1:pos:R:3:nbo_charge:R:1
O -0.60645 2.05349 -0.75841 -0.533
N -0.37189 -0.92835 -0.15182 -0.370
C 0.79086 -0.02937 -0.47860 -0.158
C -1.12889 -0.34936 -1.29903 -0.343
C -0.30862 0.91292 -0.99601 0.576
C -1.02454 -0.43900 1.07296 -0.453
C 1.79553 0.29002 0.60245 -0.633
H -0.83538 -0.82732 -2.23799 0.214
H 2.32079 -0.62905 0.88821 0.223
H -1.99181 -0.93434 1.17383 0.209
H -1.19685 0.65614 1.04970 0.186
H 2.53730 0.99860 0.22376 0.231
H 1.30259 -0.46734 -1.34351 0.209
H -2.21448 -0.35404 -1.18607 0.215
H -0.40918 -0.67218 1.94227 0.208
H 1.34102 0.71919 1.49827 0.219
```

Summary:
- SMILES: C[C@@H]1C(=O)CN1C
- Electronic energy: -325.8532 hartree
- Kohn-Sham gap: 10.5 eV
- ΔE to the lowest compared entry with this formula, charge and spin: 221.5 kJ/mol

Record 3
ORCA calculation (wB97M-V/def2-TZVPD) on 2 unconnected molecules or ions with the total composition C5H9NO in a non-equilibrium geometry.

The geometry in XYZ format:
```
16
Properties=species:S:1:pos:R:3:nbo_charge:R:1
O 1.38960 0.33187 2.43187 -0.652
N 1.02658 2.06364 1.02326 -0.401
C 0.00816 -0.93419 -0.62072 -0.186
C 1.49366 0.95261 1.27829 0.385
C -1.20114 -1.48260 0.04903 -0.659
C 1.07042 -1.64988 -0.91905 -0.375
C 0.41935 2.87446 0.27534 -0.146
H 1.08789 -2.67821 -0.76269 0.179
H 0.57143 3.91991 0.25798 0.185
H -2.09184 -0.72376 0.06202 0.206
H 0.07063 0.11068 -0.79885 0.185
H 1.00211 0.82912 3.08330 0.463
H -1.13727 -1.72515 1.11442 0.223
H -1.44474 -2.37499 -0.48326 0.221
H -0.30519 2.44411 -0.33913 0.168
H 1.96882 -1.21999 -1.40236 0.202
```

Summary:
- Electronic energy: -325.7535 hartree
- Kohn-Sham gap: 8.4 eV
- ΔE to the lowest compared entry with this formula, charge and spin: 483.1 kJ/mol

Record 4
ORCA calculation (wB97M-V/def2-TZVPD) on C5H9NO in the gas phase in a non-equilibrium geometry.

The geometry in XYZ format:
```
16
Properties=species:S:1:pos:R:3:nbo_charge:R:1
O -2.34647 -1.31172 -0.11162 -0.590
N -2.49792 0.92914 0.13117 -0.841
C -0.05611 0.09154 -0.05719 -0.122
C 2.08346 -1.39908 0.04421 -0.651
C -1.82322 -0.24145 -0.06430 0.713
C 0.65523 -1.00795 0.01263 -0.154
C 0.43019 1.43089 -0.34107 -0.654
H 2.46409 -1.70284 1.08084 0.226
H -0.26740 1.98565 -1.18136 0.224
H 1.40324 1.44213 -0.62942 0.220
H 0.34783 2.01071 0.61258 0.208
H -3.42215 0.76241 0.51136 0.394
H 2.36119 -2.15798 -0.60757 0.226
H -0.05292 -1.97824 0.09695 0.212
H 2.67217 -0.49566 -0.13903 0.200
H -1.95121 1.64247 0.64182 0.389
```

Summary:
- SMILES: C/C=C(\C)C(N)=O
- Electronic energy: -325.8566 hartree
- Kohn-Sham gap: 10.2 eV
- ΔE to the lowest compared entry with this formula, charge and spin: 212.5 kJ/mol

Record 5
ORCA calculation (wB97M-V/def2-TZVPD) on 2 unconnected molecules or ions with the total composition C5H9NO in a non-equilibrium geometry.

The geometry in XYZ format:
```
16
Properties=species:S:1:pos:R:3:nbo_charge:R:1
O -1.65379 -1.54849 0.50885 -0.943
N -1.19725 1.09744 -0.12318 -0.328
C -0.05090 0.56577 -0.07437 0.208
C 0.83667 -0.19128 -1.04376 -0.430
C 1.94392 -0.16175 -0.00405 -0.402
C 0.97932 0.47716 1.01171 -0.431
C -2.41848 1.19592 -0.04421 -0.078
H 0.99310 0.31898 -1.96769 0.221
H 0.41003 -1.16839 -1.42276 0.201
H -1.37542 -1.88768 -0.30501 0.459
H 0.64359 -0.32388 1.78211 0.233
H -2.60412 -1.43978 0.46888 0.486
H -3.00215 2.21201 -0.22148 0.168
H 2.39946 -1.13278 0.10318 0.212
H 1.43118 1.41255 1.48443 0.222
H 2.66485 0.57421 -0.15265 0.204
```

Summary:
- Electronic energy: -325.7589 hartree
- Kohn-Sham gap: 8.3 eV
- ΔE to the lowest compared entry with this formula, charge and spin: 468.9 kJ/mol

Record 6
ORCA calculation (wB97M-V/def2-TZVPD) on C5H9NO in the gas phase in a non-equilibrium geometry.

The geometry in XYZ format:
```
16
Properties=species:S:1:pos:R:3:nbo_charge:R:1
O -1.54481 0.28597 0.67108 -0.535
N 1.00983 -0.91627 -1.66188 -0.656
C 0.67465 -0.33844 -0.60178 0.301
C -1.44708 -1.83598 -0.48570 -0.426
C -1.59574 1.52539 0.06576 -0.260
C 1.51188 0.54206 0.33539 -0.699
C -0.87342 -0.65861 -0.11675 0.244
H 0.73673 0.97718 0.97611 0.227
H -0.64002 2.20017 0.23385 0.159
H -2.33795 -2.18076 -0.09335 0.204
H -0.92655 -2.44942 -1.19046 0.226
H -1.80493 1.47656 -1.04852 0.186
H 2.23533 -0.03570 0.88207 0.240
H 1.90106 1.31125 -0.31163 0.227
H 1.89434 -0.75661 -2.18670 0.362
H -2.43781 2.07339 0.56040 0.200
```

Summary:
- SMILES: [H]/N=C(\C)C(=C)OC
- Electronic energy: -325.8204 hartree
- Kohn-Sham gap: 10.1 eV
- ΔE to the lowest compared entry with this formula, charge and spin: 307.6 kJ/mol

Record 7
ORCA calculation (wB97M-V/def2-TZVPD) on C5H9NO in the gas phase.

The geometry in XYZ format:
```
16
Properties=species:S:1:pos:R:3:nbo_charge:R:1
O 1.98349 -0.59250 -1.58135 -0.638
N -0.19615 -0.89292 -0.90185 -0.527
C 0.61816 0.98375 -0.65985 -0.010
C 0.37118 -0.28411 1.48259 -0.612
C -0.23009 0.16726 0.15939 -0.022
C 0.95304 -1.27419 -1.42856 0.466
C -1.68269 0.60563 0.28410 -0.583
H -2.27290 -0.24657 0.63495 0.226
H -1.78644 1.43313 0.99375 0.209
H 0.92980 -2.31065 -1.80209 0.164
H 0.19749 1.45905 -1.54013 0.214
H -2.07643 0.91030 -0.68935 0.221
H 1.40323 -0.62173 1.34575 0.223
H 0.36451 0.54140 2.20363 0.214
H -0.21362 -1.11137 1.89563 0.224
H 1.63742 1.23352 -0.39660 0.229
```

Summary:
- Electronic energy: -325.8097 hartree
- Kohn-Sham gap (spin up / spin down): 8.8 / 8.8 eV
- ΔE to the lowest compared entry with this formula, charge and spin: 335.7 kJ/mol

Record 8
ORCA calculation (wB97M-V/def2-TZVPD) on 2 unconnected molecules or ions with the total composition C5H9NO in a non-equilibrium geometry.

The geometry in XYZ format:
```
16
Properties=species:S:1:pos:R:3:nbo_charge:R:1
O -2.62838 0.26405 1.45287 -0.568
N 0.28053 -0.70071 -0.76305 -0.432
C -3.56590 -1.23277 -0.11020 -0.259
C -1.18095 -0.44647 -0.12861 -0.447
C -2.52886 -0.52657 0.50113 0.343
C 3.60191 1.62333 0.45252 -0.389
C 2.66953 0.88667 -0.27138 -0.396
H 3.58706 1.87042 1.55536 0.201
H 4.55342 1.84855 -0.00377 0.182
H 0.15316 -1.59166 -1.24190 0.311
H 1.65386 0.66727 0.02482 0.203
H -0.49373 -0.20766 0.62753 0.282
H -4.12999 -1.70842 0.70927 0.229
H -1.45879 0.55738 -0.63990 0.325
H 3.05983 0.10158 -0.95465 0.196
H -3.57269 -1.40500 -1.21004 0.219
```

Summary:
- Electronic energy: -325.4964 hartree
- Kohn-Sham gap: 4.3 eV
- ΔE to the lowest compared entry with this formula, charge and spin: 1158.1 kJ/mol

Record 9
ORCA calculation (wB97M-V/def2-TZVPD) on C5H9NO in the gas phase in a non-equilibrium geometry.

The geometry in XYZ format:
```
16
Properties=species:S:1:pos:R:3:nbo_charge:R:1
O 0.11693 -2.60052 -1.26758 -0.747
N 1.07307 -0.98178 0.68878 -0.832
C 0.34421 -0.28079 -0.20648 0.134
C 0.42600 1.95059 0.96130 -0.674
C -1.31376 -0.78521 -0.49766 -0.329
C -0.30550 -1.42194 -1.41678 0.247
C -0.02489 1.03352 -0.13263 -0.120
H -0.26759 -0.92276 -2.40196 0.146
H 1.34312 -0.58768 1.57558 0.393
H 1.09906 -1.97627 0.45535 0.437
H -1.59222 -1.36038 0.37897 0.232
H 0.14761 1.56751 1.94688 0.220
H 1.51769 2.04239 0.95385 0.234
H -2.04797 -0.10089 -0.90160 0.221
H -0.51848 1.47694 -0.98508 0.210
H 0.00271 2.94725 0.84907 0.228
```

Summary:
- Electronic energy: -325.7817 hartree
- Kohn-Sham gap (spin up / spin down): 8.5 / 8.5 eV
- ΔE to the lowest compared entry with this formula, charge and spin: 409.2 kJ/mol

Record 10
ORCA calculation (wB97M-V/def2-TZVPD) on C5H9NO in the gas phase in a non-equilibrium geometry.

The geometry in XYZ format:
```
16
Properties=species:S:1:pos:R:3:nbo_charge:R:1
O 0.13313 0.77795 1.90547 -0.720
N -1.62349 -2.21815 -1.07182 -0.336
C -0.97232 -1.28854 -0.84276 0.300
C 1.11597 -0.84698 -0.19159 -0.557
C 0.13901 1.09214 -1.13274 -0.579
C -0.85916 0.31319 1.01713 -0.039
C -0.21190 -0.13140 -0.32148 -0.224
H 1.43128 -1.19059 -1.18930 0.224
H -1.58653 1.11491 0.80304 0.171
H -0.70329 1.82591 -1.19088 0.225
H -0.13356 0.54221 2.80089 0.481
H -1.41052 -0.53544 1.43312 0.183
H 1.26289 1.24862 -0.45379 0.218
H 0.48416 0.88819 -2.15145 0.221
H 1.85563 0.09232 0.06547 0.201
H 1.07869 -1.68432 0.52070 0.230
```

Summary:
- SMILES: CC(C)(C#N)CO
- Electronic energy: -325.8227 hartree
- Kohn-Sham gap: 11.4 eV
- ΔE to the lowest compared entry with this formula, charge and spin: 301.6 kJ/mol

Record 11
ORCA calculation (wB97M-V/def2-TZVPD) on 2 unconnected molecules or ions with the total composition C5H9NO in a non-equilibrium geometry.

The geometry in XYZ format:
```
16
Properties=species:S:1:pos:R:3:nbo_charge:R:1
O -0.24828 1.67025 2.62935 -0.551
N 0.15880 -0.06958 -0.40030 -0.309
C 1.25191 -0.50810 -1.24783 -0.408
C -0.39141 0.88749 1.73457 0.475
C -0.75356 0.96218 -0.81045 -0.228
C -0.79553 -1.35157 1.00550 -0.559
C 0.19275 1.13888 0.31964 -0.231
H 2.08918 -0.84261 -0.62588 0.214
H -0.60032 -2.10515 0.22567 0.165
H -1.80364 0.77040 -0.58043 0.209
H 1.60287 0.30351 -1.89861 0.192
H 0.91606 -1.33996 -1.87470 0.210
H -0.27907 -1.57456 1.92121 0.199
H 1.07213 1.76190 0.22817 0.220
H -1.84988 -1.17058 1.12905 0.197
H -0.56201 1.46749 -1.75497 0.204
```

Summary:
- Electronic energy: -325.7052 hartree
- Kohn-Sham gap (spin up / spin down): 7.6 / 7.3 eV
- ΔE to the lowest compared entry with this formula, charge and spin: 610.2 kJ/mol

Record 12
ORCA calculation (wB97M-V/def2-TZVPD) on C5H9NO in the gas phase in a non-equilibrium geometry.

The geometry in XYZ format:
```
16
Properties=species:S:1:pos:R:3:nbo_charge:R:1
O 2.31351 -1.31469 0.57974 -0.648
N 1.21254 -1.81210 -0.27788 -0.117
C 0.48800 -0.76189 -0.23630 0.260
C -1.95484 -0.21572 0.35250 -0.599
C -0.04923 1.21722 -0.57921 -0.400
C -0.83184 -0.12065 -0.68584 -0.251
C 0.96466 0.57222 0.35475 -0.455
H 0.70319 0.55451 1.41779 0.224
H -2.42935 -1.20071 0.34702 0.219
H -1.58279 -0.02325 1.36478 0.209
H 0.44941 1.42068 -1.53297 0.206
H 1.99828 0.93455 0.28745 0.232
H 3.22725 -1.53471 0.37154 0.479
H -2.72306 0.53566 0.12978 0.214
H -0.55887 2.10714 -0.21703 0.205
H -1.22685 -0.35826 -1.67612 0.222
```

Summary:
- SMILES: C[C@H]1CC/C1=N\O
- Electronic energy: -325.7893 hartree
- Kohn-Sham gap: 10.8 eV
- ΔE to the lowest compared entry with this formula, charge and spin: 389.3 kJ/mol

Record 13
ORCA calculation (wB97M-V/def2-TZVPD) on a molecular structure, C5H9NO.

The geometry in XYZ format:
```
16
Properties=species:S:1:pos:R:3:nbo_charge:R:1
O -2.01172 0.35241 -0.69534 -0.530
N 0.54434 0.60874 0.47619 -0.477
C 1.65656 0.01662 0.18033 0.141
C -1.32579 -0.74867 -0.05077 0.012
C -2.77439 -0.57146 0.05695 -0.100
C -0.36713 -0.39841 1.04439 -0.431
C 2.65812 0.66135 -0.72633 -0.711
H -0.97121 -1.47830 -0.78487 0.176
H -3.19213 -0.18274 0.98642 0.178
H 0.25400 1.53161 0.15682 0.402
H 3.06984 -0.09249 -1.40360 0.243
H -3.44745 -1.20008 -0.52683 0.178
H -0.87793 -0.00932 1.93360 0.178
H 2.23634 1.48006 -1.32356 0.213
H 3.49548 1.04826 -0.13499 0.247
H 1.05309 -1.01759 0.81160 0.282
```

Summary:
- Electronic energy: -325.7151 hartree
- Kohn-Sham gap: 8.5 eV
- ΔE to the lowest compared entry with this formula, charge and spin: 584.2 kJ/mol

Record 14
ORCA calculation (wB97M-V/def2-TZVPD) on C5H9NO in the gas phase in a non-equilibrium geometry.

The geometry in XYZ format:
```
16
Properties=species:S:1:pos:R:3:nbo_charge:R:1
O 1.03870 2.60406 1.42050 -0.464
N -0.30658 -0.22344 0.25400 -0.460
C 0.70063 -1.12369 0.80143 -0.420
C 0.05473 0.33635 -1.04041 -0.202
C 0.94372 1.54089 -0.82631 -0.576
C 0.97602 2.10138 0.36753 0.741
C -1.63996 -0.78662 0.30299 -0.403
H 0.56385 -0.39796 -1.69062 0.175
H -0.86670 0.62756 -1.56202 0.200
H -2.37106 -0.05320 -0.05305 0.201
H -1.89544 -1.03133 1.33924 0.203
H 0.41273 -2.17909 0.68451 0.178
H 1.52724 1.99482 -1.61960 0.258
H 1.65186 -0.98116 0.28288 0.205
H 0.87470 -0.92834 1.86496 0.202
H -1.74849 -1.70675 -0.30193 0.162
```

Summary:
- SMILES: CN(C)CC=C=O
- Electronic energy: -325.8559 hartree
- Kohn-Sham gap: 9.5 eV
- ΔE to the lowest compared entry with this formula, charge and spin: 214.3 kJ/mol

Record 15
ORCA calculation (wB97M-V/def2-TZVPD) on C5H9NO in the gas phase in a non-equilibrium geometry.

The geometry in XYZ format:
```
16
Properties=species:S:1:pos:R:3:nbo_charge:R:1
O 1.64274 -0.52174 1.60313 -0.588
N 1.70888 -0.86263 -0.68897 -0.885
C -1.68821 -0.25540 -0.24107 -0.182
C -0.92871 1.11343 -0.40547 -0.444
C 1.35411 -0.09267 0.48777 0.699
C -1.25491 -1.35133 0.45943 -0.386
C 0.53257 1.22941 0.25458 -0.493
H 1.30316 1.89340 -0.32470 0.214
H -2.07586 -2.01559 0.87419 0.198
H -0.30314 -1.77581 0.46321 0.205
H 2.18553 -1.78286 -0.63261 0.400
H 2.11819 -0.30244 -1.42480 0.380
H -2.72346 0.03885 -0.31322 0.190
H -1.67234 1.81828 0.20422 0.238
H -0.69775 1.22294 -1.50643 0.228
H 0.49920 1.64414 1.19076 0.227
```

Summary:
- SMILES: C=CCCC(N)=O
- Electronic energy: -325.8370 hartree
- Kohn-Sham gap: 10.2 eV
- ΔE to the lowest compared entry with this formula, charge and spin: 264.0 kJ/mol

Record 16
ORCA calculation (wB97M-V/def2-TZVPD) on C5H9NO in the gas phase in a non-equilibrium geometry.

The geometry in XYZ format:
```
16
Properties=species:S:1:pos:R:3:nbo_charge:R:1
O -0.33779 1.96093 1.04106 -0.658
N 1.90368 -0.30670 -0.69276 -0.799
C 0.48497 1.44991 0.11500 0.138
C 0.73016 0.02940 0.06919 -0.053
C 0.44465 -0.90399 1.13887 -0.413
C -0.68271 -0.52528 -0.63198 -0.138
C -1.96643 -0.20563 -0.43979 -0.471
H -2.71296 -0.59871 -1.11665 0.212
H 1.99106 0.25391 -1.53196 0.367
H 0.52192 2.03913 -0.79111 0.164
H -0.41258 -0.80301 1.78093 0.198
H -0.23666 1.44783 1.86315 0.482
H -2.30372 0.43631 0.36328 0.205
H 1.03742 -1.80244 1.21564 0.208
H -0.37029 -1.18434 -1.43266 0.196
H 1.90928 -1.28730 -0.95021 0.361
```

Summary:
- Electronic energy: -325.7239 hartree
- Kohn-Sham gap (spin up / spin down): 6.9 / 7.9 eV
- ΔE to the lowest compared entry with this formula, charge and spin: 560.8 kJ/mol